{"formula": "C24H31BrN2OPtS", "method": "ωB97M-V/def2-TZVPD", "elements": ["Pt", "Br", "S", "O", "N", "N", "C", "C", "C", "C", "C", "C", "C", "C", "C", "C", "C", "C", "C", "C", "C", "C", "C", "C", "C", "C", "C", "C", "C", "C", "H", "H", "H", "H", "H", "H", "H", "H", "H", "H", "H", "H", "H", "H", "H", "H", "H", "H", "H", "H", "H", "H", "H", "H", "H", "H", "H", "H", "H", "H", "H"], "coordinates": [[-0.6431, -2.3975, -0.7054], [-2.9988, 0.3136, -1.4608], [-1.0758, -3.2943, -2.8853], [-0.1505, -0.5268, -1.5396], [-1.2908, -2.4823, -5.4395], [-0.7997, -0.8633, -4.0492], [-0.2678, 0.5288, -0.7324], [0.5513, 2.2041, 0.7756], [-0.4323, 3.5727, 3.3131], [-1.7645, 2.1968, 0.2687], [-0.6225, -3.2930, 0.7667], [0.0193, -3.7041, 3.0855], [-1.5292, 1.1096, -0.5478], [-0.4656, -4.1938, 1.8689], [-0.0093, 5.1325, 1.4016], [-1.4875, -1.2745, -6.2366], [3.1727, 1.8227, -0.5251], [-2.3259, 4.4407, 1.9631], [-0.7063, 2.7694, 0.9610], [-0.8215, -0.2087, -5.3483], [-0.1362, -5.9146, 4.0039], [-0.6237, -6.4047, 2.7973], [2.6987, 0.1434, 1.2769], [0.8178, 1.1140, -0.0499], [2.2812, 0.6384, -0.1170], [-0.7895, -5.5464, 1.7256], [-1.0447, -2.1524, -4.1478], [2.5729, -0.4974, -1.1054], [0.1863, -4.5710, 4.1511], [-0.8746, 3.9656, 1.8968], [1.3831, 2.6421, 1.3138], [-0.5449, 4.4192, 3.9949], [-2.3988, 5.2954, 2.6384], [-2.7721, 2.5754, 0.3565], [-0.8711, -7.4530, 2.6971], [-0.3094, 5.4349, 0.3965], [2.2868, -0.2343, -2.1228], [-0.1167, 5.9932, 2.0662], [-2.5515, -1.0664, -6.3756], [0.5640, -4.2029, 5.0955], [2.5939, 0.9190, 2.0368], [-1.0137, -1.3582, -7.2123], [2.0816, -0.7081, 1.5724], [-1.0367, 2.7450, 3.6891], [-1.1640, -5.9000, 0.7739], [-0.5159, -0.4729, -3.1237], [-2.9883, 3.6599, 2.3417], [-2.6907, 4.7572, 0.9841], [1.0472, 4.8629, 1.3691], [4.2163, 1.5029, -0.5710], [0.1934, 0.0230, -5.6792], [3.7429, -0.1790, 1.2629], [2.0551, -1.4160, -0.8365], [3.6484, -0.6944, -1.0841], [2.8862, 2.1936, -1.5114], [-1.3964, 0.7149, -5.3118], [0.2571, -2.6520, 3.1725], [0.6129, 3.2609, 3.3342], [3.1091, 2.6541, 0.1771], [-1.7413, -3.3551, -5.6508], [-0.0066, -6.5890, 4.8408]], "lowdin_charge": [0.9330, 0.7509, 0.5528, -0.4584, 0.0110, 0.0360, -0.4037, -0.0003, -0.0477, -0.0825, -0.2866, -0.0349, -0.5750, -0.3408, -0.0478, -0.1364, -0.0509, -0.0712, -0.1737, -0.1194, -0.0686, -0.0705, -0.0422, -0.0839, -0.5271, -0.0329, -0.8078, -0.0648, -0.0699, -0.5599, 0.0980, 0.0829, 0.0837, 0.0911, 0.1060, 0.0900, 0.0836, 0.0829, 0.1178, 0.1064, 0.0760, 0.1134, 0.0800, 0.0901, 0.1176, 0.0769, 0.0866, 0.0862, 0.0754, 0.0829, 0.1197, 0.0849, 0.0521, 0.0833, 0.0908, 0.1191, 0.1138, 0.0755, 0.0709, 0.1290, 0.1063]}

***

{"formula": "C24H31BrO7OsS", "method": "ωB97M-V/def2-TZVPD", "elements": ["Os", "Br", "S", "O", "O", "O", "O", "O", "O", "O", "C", "C", "C", "C", "C", "C", "C", "C", "C", "C", "C", "C", "C", "C", "C", "C", "C", "C", "C", "C", "C", "C", "C", "C", "H", "H", "H", "H", "H", "H", "H", "H", "H", "H", "H", "H", "H", "H", "H", "H", "H", "H", "H", "H", "H", "H", "H", "H", "H", "H", "H", "H", "H", "H", "H"], "coordinates": [[0.0667, 0.1294, 2.2718], [-2.4188, 0.0753, 2.0626], [1.9842, 0.6024, 4.0966], [2.0736, 0.3556, 2.5862], [0.3243, -1.6040, 1.5507], [-1.4486, -2.6302, 2.4742], [2.5001, -0.4738, 4.8666], [0.3174, 0.4463, 4.0791], [-0.0455, 1.5968, 1.1245], [2.2773, 1.9444, 4.4627], [1.0468, 3.1097, -1.1568], [-0.3875, -4.9899, 0.9835], [-6.1392, 3.4184, -0.1012], [-0.0703, -4.2999, -1.6960], [-0.3860, -3.6489, 0.5862], [-4.8706, 4.1635, -0.5158], [-0.0418, -5.6409, -1.3292], [-3.6446, 2.2688, 0.6806], [0.9548, 4.4568, 0.9745], [-0.6004, -2.6018, 1.6203], [-3.6067, 3.4457, -0.0461], [0.0113, 5.3581, -1.1283], [-0.5686, -5.4014, 2.4199], [-0.1989, -5.9643, 0.0104], [-0.2243, -3.2896, -0.7592], [-1.2125, 2.2260, 0.7566], [-1.1414, 3.4298, 0.0345], [-2.4456, 1.6949, 1.0625], [-0.2481, -1.8560, -1.2267], [-4.8517, 4.2723, -2.0469], [0.2028, 4.0769, -0.3122], [-2.3527, 3.9892, -0.3464], [-4.9118, 5.5701, 0.0975], [0.1668, -6.7096, -2.3660], [-7.0126, 3.9630, -0.4620], [0.0741, -4.8276, 3.0885], [-0.5594, 6.1102, -0.5799], [0.3563, 5.1383, 1.5824], [-0.4843, 5.1666, -2.0824], [-5.8100, 6.0953, -0.2333], [-1.5947, -5.2361, 2.7470], [-0.0212, -7.7007, -1.9560], [1.2118, 3.5901, 1.5779], [-4.5757, 1.7939, 0.9541], [-3.9868, 4.8341, -2.4015], [-6.1760, 2.4143, -0.5287], [-4.0478, 6.1657, -0.1998], [-2.3287, 4.9127, -0.9051], [-4.9269, 5.5181, 1.1876], [1.9830, 3.5960, -1.4373], [-0.1803, -7.0058, 0.3111], [0.5188, 2.8384, -2.0737], [0.0328, -4.0332, -2.7424], [-0.4943, -6.5606, -3.2205], [-0.3300, -6.4568, 2.5392], [-4.8231, 3.2825, -2.5061], [0.6889, -1.3501, -0.9914], [-0.3955, -1.8176, -2.3048], [-6.2256, 3.3392, 0.9843], [-5.7498, 4.7860, -2.3956], [0.9917, 5.7832, -1.3459], [1.1927, -6.6887, -2.7389], [-1.0564, -1.2887, -0.7595], [1.8835, 4.9680, 0.7131], [1.2911, 2.2004, -0.6119]], "lowdin_charge": [1.4497, 1.0390, 0.4178, -0.4276, -0.2295, 0.0362, -0.2484, -0.4586, -0.2934, -0.2542, -0.0322, -0.1866, -0.0668, -0.0058, -0.0651, -0.5575, -0.2552, -0.0541, -0.0246, -0.5401, -0.1550, -0.0672, -0.0290, -0.0018, -0.1888, -0.3172, -0.0740, -0.5028, -0.0305, -0.0415, -0.5285, 0.0362, -0.0405, -0.0464, 0.0878, 0.0910, 0.0881, 0.0947, 0.0887, 0.0873, 0.0879, 0.0748, 0.0765, 0.1036, 0.0788, 0.0884, 0.0792, 0.0963, 0.0930, 0.0894, 0.1167, 0.0925, 0.1204, 0.0811, 0.0784, 0.0923, 0.0881, 0.0813, 0.0885, 0.0871, 0.0885, 0.0856, 0.0737, 0.0903, 0.0741]}

***

{"formula": "C24H31N3O3", "method": "ωB97M-V/def2-TZVPD", "smiles": "Cc1ccc(C(=O)NCc2ccc(N3CCN(C(=O)OC(C)(C)C)CC3)cc2)cc1", "elements": ["O", "O", "O", "N", "N", "N", "C", "C", "C", "C", "C", "C", "C", "C", "C", "C", "C", "C", "C", "C", "C", "C", "C", "C", "C", "C", "C", "C", "C", "C", "H", "H", "H", "H", "H", "H", "H", "H", "H", "H", "H", "H", "H", "H", "H", "H", "H", "H", "H", "H", "H", "H", "H", "H", "H", "H", "H", "H", "H", "H", "H"], "coordinates": [[-1.9158, 0.5871, -2.2695], [2.2043, -1.8959, -0.5103], [0.5263, -1.1115, 0.8142], [3.4635, 1.7817, 1.0583], [-2.2958, 2.5200, -1.1523], [2.6917, -0.6926, 1.2999], [1.3406, -2.6415, -1.4056], [-2.9748, -0.6301, 0.2610], [-5.4836, 0.4223, 0.7677], [-4.6366, 1.0598, -0.1206], [0.9126, 1.9660, -1.6455], [0.4952, -3.6501, -0.6295], [4.0766, -0.6187, 0.8973], [-1.2364, 3.2539, -1.8297], [2.0351, 1.5676, -0.9460], [-3.3774, 0.5341, -0.3841], [1.5469, 3.1961, 0.7340], [0.0800, 2.9624, -1.1592], [0.4249, 3.5847, 0.0339], [2.3207, -3.3741, -2.3254], [4.4341, 0.8465, 0.5269], [2.3480, 0.1110, 2.4558], [-5.9944, -1.4218, 2.3982], [1.6986, -1.2210, 0.5337], [-2.4534, 1.1840, -1.3594], [-5.0881, -0.7390, 1.4192], [0.4674, -1.6872, -2.2143], [2.3580, 2.1531, 0.2773], [3.1593, 1.4230, 2.4307], [-3.8217, -1.2511, 1.1583], [4.2383, -1.2901, 0.0570], [4.1098, 1.3016, 2.9574], [-0.0535, -4.2759, -1.3277], [1.2763, 0.3132, 2.3963], [-0.2112, -3.1348, 0.0143], [-7.0169, -1.0661, 2.2981], [2.9632, -2.6584, -2.8319], [1.7719, -3.9432, -3.0695], [-5.9793, -2.4994, 2.2479], [2.5985, 2.2153, 2.9232], [-4.9628, 1.9561, -0.6296], [-0.1941, 4.3819, 0.4234], [-3.4977, -2.1495, 1.6635], [-6.4660, 0.8323, 0.9563], [1.7978, 3.7057, 1.6520], [-1.9878, -1.0247, 0.0760], [-1.2205, 2.9088, -2.8654], [-0.1460, -1.0719, -1.5634], [2.5506, -0.4527, 3.3753], [4.6916, -0.9565, 1.7392], [-1.4812, 4.3182, -1.7972], [-5.6610, -1.2232, 3.4173], [0.6545, 1.4691, -2.5680], [1.0886, -1.0327, -2.8209], [2.6299, 0.7634, -1.3497], [-0.1889, -2.2501, -2.8709], [5.4061, 1.1041, 0.9643], [4.5129, 0.9814, -0.5502], [1.1347, -4.2814, -0.0149], [2.9450, -4.0518, -1.7482], [-2.6089, 2.8929, -0.2691]], "lowdin_charge": [0.0777, 0.0167, 0.0826, -0.1036, 0.0799, -0.0337, -0.5588, 0.0010, -0.0444, -0.0324, -0.0245, -0.0166, -0.1013, -0.1305, -0.0087, -0.1440, -0.0162, -0.2183, -0.0374, -0.0223, -0.1352, -0.0996, -0.0532, -0.5368, -0.4479, -0.2798, -0.0157, -0.2235, -0.1359, -0.0301, 0.1213, 0.1213, 0.0900, 0.1214, 0.0712, 0.0732, 0.0851, 0.0887, 0.0789, 0.1085, 0.1132, 0.1117, 0.1147, 0.1085, 0.1082, 0.0980, 0.1228, 0.0566, 0.1258, 0.1238, 0.1222, 0.0836, 0.1086, 0.0852, 0.1038, 0.0971, 0.1186, 0.1127, 0.0923, 0.0856, 0.1395]}

***

We obtain E_tot values of -114542.4411, -123069.2687, -36005.6802 eV for the records listed above, in that order.
We obtain relative energy (zero: lowest compared OMol25 entry of this formula, charge and spin) values of 0.0, 0.0, 4.6 kcal per mole for the records listed above, in that order.
We obtain HOMO values of -7.4767, -9.2856, -7.7187 eV for the records listed above, in that order.